{
  "formula": "C22H44BCl6CsF4O8S4",
  "method": "ωB97M-V/def2-TZVPD",
  "e_tot_ev": -170485.220,
  "species": ["Cs", "B", "F", "F", "F", "F", "C", "C", "C", "S", "O", "O", "C", "H", "H", "H", "H", "H", "H", "H", "H", "C", "C", "C", "S", "O", "O", "C", "H", "H", "H", "H", "H", "H", "H", "H", "C", "C", "C", "S", "O", "O", "C", "H", "H", "H", "H", "H", "H", "H", "H", "C", "C", "C", "S", "O", "O", "C", "H", "H", "H", "H", "H", "H", "H", "H", "Cl", "C", "C", "Cl", "H", "H", "H", "H", "Cl", "C", "C", "Cl", "H", "H", "H", "H", "Cl", "C", "C", "Cl", "H", "H", "H", "H"],
  "positions_angstrom": [[4.0688, 1.2486, 0.6731], [0.7588, -0.1246, 0.5218], [0.3942, 0.3639, -0.7310], [1.3005, 0.9363, 1.3138], [-0.2841, -0.7616, 1.1666], [1.8702, -1.0234, 0.3939], [1.2924, -2.3567, -2.6039], [2.5810, -1.8577, -3.2629], [2.3478, -1.8181, -4.7685], [1.3773, -3.2927, -5.1191], [2.2568, -4.3955, -5.3790], [0.3472, -2.9549, -6.0499], [0.7154, -3.4813, -3.4701], [0.5927, -1.5219, -2.5395], [1.4974, -2.7081, -1.5943], [3.4528, -2.4887, -3.0505], [2.9457, -0.8935, -2.8868], [3.1998, -1.8628, -5.4430], [1.7172, -0.9669, -5.0303], [1.0858, -4.4487, -3.1254], [-0.3697, -3.5441, -3.4659], [-2.3090, 0.2332, 5.4410], [-1.7767, 0.8463, 4.1428], [-2.9822, 1.4548, 3.4376], [-4.3874, 0.3964, 3.8161], [-4.7415, -0.4477, 2.7086], [-5.3881, 1.2309, 4.4173], [-3.5391, -0.5714, 5.0587], [-2.5503, 0.9882, 6.1939], [-1.5613, -0.4073, 5.9112], [-1.3894, 0.0777, 3.4678], [-1.0082, 1.5764, 4.3908], [-2.9210, 1.6769, 2.3742], [-3.2448, 2.4048, 3.9127], [-3.2133, -1.4564, 4.5039], [-4.2482, -0.8978, 5.8134], [-1.2061, 3.9935, 0.5212], [-0.8048, 3.9875, 2.0027], [0.4783, 4.8013, 2.1299], [1.3310, 4.6695, 0.5527], [2.4943, 3.8176, 0.6962], [1.4994, 5.9715, -0.0244], [0.0482, 3.7442, -0.2955], [-1.6691, 4.9418, 0.2386], [-1.9558, 3.2279, 0.3129], [-0.6552, 2.9673, 2.3592], [-1.5896, 4.4453, 2.6034], [1.1737, 4.5276, 2.9184], [0.2447, 5.8626, 2.2237], [0.3849, 2.7086, -0.2183], [0.0134, 4.0552, -1.3353], [-1.6920, 2.2131, -3.0514], [-2.9783, 1.7465, -3.7962], [-2.6065, 1.1662, -5.1493], [-1.0570, 0.3366, -4.8622], [-0.2276, 0.4201, -6.0365], [-1.3066, -0.9218, -4.2213], [-0.4648, 1.4605, -3.5844], [-1.8545, 1.9591, -2.0003], [-1.5157, 3.2894, -3.0289], [-3.7341, 2.5268, -3.8676], [-3.3840, 0.9953, -3.1240], [-2.5059, 1.9225, -5.9239], [-3.3032, 0.3944, -5.4782], [0.2155, 2.1405, -4.0895], [-0.0264, 0.7785, -2.8625], [5.0164, -3.3873, -0.6451], [5.0764, -2.7722, 1.0255], [5.8791, -3.6544, 1.9322], [7.6441, -3.4266, 1.6117], [4.0367, -2.7172, 1.3436], [5.4966, -1.7677, 0.9936], [5.6615, -4.7038, 1.7619], [5.7582, -3.3934, 2.9788], [1.3798, -0.8382, 5.7580], [1.1985, -1.3606, 4.0611], [2.4391, -1.9817, 3.5066], [2.9361, -3.4741, 4.3140], [0.9207, -0.5035, 3.4495], [0.3687, -2.0641, 4.0298], [3.2719, -1.2777, 3.4882], [2.2197, -2.2325, 2.4665], [-2.4774, -3.7785, -1.2301], [-1.9405, -2.0741, -1.1161], [-2.9979, -1.1995, -0.4910], [-4.4644, -1.0787, -1.4956], [-1.7084, -1.7543, -2.1305], [-1.0421, -2.0586, -0.5039], [-2.6131, -0.1948, -0.3307], [-3.2938, -1.6082, 0.4738]],
  "forces_ev_per_a": [[-0.23, 0.03, -0.10], [0.85, -0.46, 0.05], [-0.05, 0.07, 0.17], [-0.48, 0.32, 0.17], [-0.04, 0.25, 0.16], [-0.10, 0.04, -0.18], [0.08, 0.23, -0.08], [1.33, -0.04, -0.18], [-0.46, 0.04, 0.00], [-0.26, 0.76, 0.39], [0.42, -0.36, -0.11], [-0.38, -0.12, -0.52], [0.13, -0.50, 0.70], [-0.04, -0.13, 0.00], [-0.09, 0.04, 0.04], [-0.38, -0.41, 0.00], [-0.56, 0.12, -0.04], [0.21, 0.08, 0.26], [-0.04, -0.09, -0.18], [0.06, 0.03, -0.07], [-0.03, 0.27, -0.27], [0.00, -0.28, 0.55], [-0.28, -0.20, -0.23], [-0.14, 1.05, 0.38], [0.12, 0.12, -0.06], [0.09, -0.07, -0.21], [-0.33, 0.11, 0.25], [0.18, -0.59, -0.62], [-0.07, 0.19, -0.24], [-0.01, -0.04, -0.10], [0.33, -0.04, 0.29], [0.09, 0.03, -0.32], [0.15, -0.51, -0.11], [-0.06, -0.08, 0.06], [-0.07, -0.03, 0.08], [0.05, 0.30, 0.22], [-0.40, -0.11, -0.18], [-0.03, -0.04, 0.07], [0.01, 0.53, -0.10], [-0.38, -0.26, -0.07], [0.46, -0.20, 0.05], [0.05, 0.23, -0.08], [0.40, -0.16, 0.24], [0.15, 0.08, 0.09], [0.06, -0.04, 0.03], [0.05, -0.02, -0.11], [0.00, -0.09, 0.08], [-0.08, -0.19, 0.03], [0.07, 0.00, 0.01], [-0.18, -0.03, -0.10], [0.00, 0.10, 0.00], [-0.15, -0.12, 0.64], [0.26, 0.17, 0.58], [-0.56, -0.30, 0.20], [0.17, 1.02, -0.41], [0.09, -0.18, 0.14], [-0.17, -0.48, 0.14], [-0.55, -0.03, -0.48], [0.19, -0.03, -0.01], [-0.11, 0.01, -0.51], [0.12, 0.10, -0.11], [-0.32, -0.35, -0.41], [0.27, -0.02, -0.04], [0.00, 0.07, -0.07], [0.36, -0.17, 0.21], [0.39, 0.37, 0.13], [0.12, 0.06, -0.06], [-0.45, 0.14, -0.11], [0.78, 0.00, -0.05], [-0.22, -0.10, -0.01], [0.05, -0.04, 0.13], [0.05, -0.04, 0.01], [-0.07, -0.01, 0.10], [-0.27, -0.01, 0.00], [0.04, 0.14, -0.01], [-0.44, -0.09, 0.11], [0.03, 0.18, -0.85], [0.11, -0.10, 0.16], [0.12, 0.07, 0.10], [0.05, -0.04, 0.05], [0.05, -0.08, 0.30], [-0.03, -0.03, 0.07], [0.04, -0.01, 0.05], [0.00, 0.06, -0.30], [0.12, -0.30, 0.37], [-0.03, 0.09, -0.06], [-0.01, 0.01, 0.05], [-0.12, -0.02, -0.03], [0.07, 0.03, -0.11], [-0.13, 0.10, -0.02]],
  "mulliken_charge": [1.125, 0.210, 0.151, -0.692, -0.509, -0.469, 1.429, -0.571, -0.599, 1.177, -0.696, -0.605, -0.864, -1.165, 0.130, 0.108, 0.285, 0.543, 0.085, 0.495, 0.322, -0.888, 0.365, -0.553, 1.123, -0.620, -0.693, -0.803, 0.395, 0.249, -0.361, 0.564, 0.095, 0.373, 0.316, 0.518, -0.770, 0.192, -0.965, 1.034, -0.579, -0.676, 0.011, 0.428, 0.273, -0.511, 0.554, 0.442, 0.380, -0.360, 0.516, 0.126, -0.408, -0.889, 1.027, -0.770, -0.559, 0.083, -0.320, 0.345, 0.453, -0.093, 0.367, 0.455, 0.578, -0.492, -0.180, 0.443, -0.399, -0.205, -0.350, 0.038, 0.384, 0.258, -0.216, 0.257, 0.257, -0.187, -0.432, 0.399, 0.401, -0.414, -0.220, 1.360, 0.066, -0.223, -0.524, -0.414, -0.403, 0.460]
}